{
  "formula": "C4H5NO2",
  "method": "ωB97M-V/def2-TZVPD",
  "symbols": ["O", "C", "C", "N", "O", "C", "C", "H", "H", "H", "H", "H"],
  "positions_angstrom": [[0.740983, -2.072806, -1.141561], [0.936619, -1.284498, 0.005820], [0.107445, -0.019393, -0.026742], [-0.280635, 0.403178, -1.201321], [-1.096695, 1.482992, -0.987401], [-1.187685, 1.695665, 0.328737], [-0.426629, 0.808632, 1.009818], [0.730080, -1.481103, -1.906980], [0.633946, -1.896753, 0.861373], [2.000653, -1.035968, 0.140940], [-1.865630, 2.477244, 0.640672], [-0.262172, 0.809754, 2.076050]],
  "forces_ev_per_a": [[0.13, 0.09, -0.18], [0.02, 0.15, 0.32], [-0.04, -0.02, -0.28], [0.09, -0.28, 0.25], [-0.21, 0.16, 0.05], [0.07, -0.01, 0.08], [-0.03, 0.11, -0.07], [-0.08, -0.11, 0.09], [0.04, 0.15, -0.07], [-0.15, 0.04, 0.00], [0.21, 0.02, -0.06], [-0.05, -0.29, -0.12]],
  "energy_ev": -9812.25859,
  "charge": 0,
  "relative_energy_ev": 2.056,
  "smiles": "OCc1ccon1"
}